[1]
Below is a cluster of 9 separate species, C36H51N3O12 in total at a distorted geometry, with properties calculated with ωB97M-V/def2-TZVPD.

Summary:
- LUMO level (eV) = -0.1
- SMILES = c1cc[nH]c1.c1cc[nH]c1.c1cc[nH]c1.O=C1CCCO1.O=C1CCCO1.O=C1CCCO1.O=C1CCCO1.O=C1CCCO1.O=C1CCCO1
- ΔE to the lowest compared entry with this formula, charge and spin (kJ/mol) = 130.5
- F_max (hartree/bohr) = 0.10046
- net charge = 0
- HOMO-LUMO gap (eV) = 8.078

Each line ends with the Mulliken charge.
Geometry (Å):
C 4.154 -0.335 -1.652  -0.167
C 5.453 -0.532 -1.239  -0.324
C 5.763 -1.848 -1.148  -0.778
N 4.575 -2.504 -1.514  0.016
C 3.609 -1.557 -1.684  -0.739
H 3.719 0.647 -1.770  0.500
H 6.068 0.293 -0.911  0.521
H 6.575 -2.428 -0.736  0.390
H 4.452 -3.505 -1.463  0.210
H 2.582 -1.884 -1.759  0.410
C -2.921 -0.732 4.702  -0.707
C -1.694 -1.158 4.414  -0.195
C -1.812 -2.229 3.533  -0.663
N -3.158 -2.514 3.406  0.118
C -3.818 -1.577 4.120  -0.669
H -3.113 0.028 5.445  0.448
H -0.749 -0.763 4.757  0.526
H -1.013 -2.800 3.084  0.463
H -3.608 -3.220 2.841  0.346
H -4.895 -1.608 4.054  0.416
C 4.046 3.550 -0.852  -0.805
C 2.796 3.645 -0.193  0.121
C 3.030 3.928 1.108  -0.962
N 4.391 4.034 1.271  0.116
C 5.061 3.789 0.092  -0.836
H 4.161 3.339 -1.905  0.505
H 1.806 3.447 -0.574  0.651
H 2.352 4.029 1.943  0.542
H 4.838 4.274 2.143  0.232
H 6.137 3.816 0.005  0.438
O -1.642 -2.408 -1.370  -0.480
C -0.941 -3.355 -1.047  0.270
C -1.313 -4.709 -0.474  -0.310
C 0.016 -5.449 -0.427  -0.771
C 1.052 -4.305 -0.392  -0.264
O 0.353 -3.204 -0.939  -0.115
H -1.811 -4.592 0.488  0.190
H -2.082 -5.173 -1.091  0.357
H 0.152 -6.078 0.453  0.342
H 0.151 -6.029 -1.340  0.307
H 1.425 -3.996 0.584  0.349
H 1.900 -4.559 -1.028  0.131
O -0.112 4.589 0.772  -0.576
C -1.258 4.438 0.512  0.630
C -2.280 3.691 1.351  -0.197
C -3.459 3.636 0.453  0.039
C -3.233 4.733 -0.546  -0.551
O -1.855 4.995 -0.565  -0.378
H -2.007 2.730 1.788  -0.174
H -2.390 4.390 2.181  0.430
H -3.634 2.621 0.096  -0.203
H -4.374 3.955 0.953  0.437
H -3.577 4.149 -1.400  0.271
H -3.837 5.621 -0.357  0.354
O -0.104 1.911 -1.657  -0.692
C -0.223 1.128 -0.732  0.146
C 0.882 0.253 -0.125  1.613
C 0.252 -0.110 1.237  -0.565
C -1.205 -0.069 0.999  -0.064
O -1.409 0.981 -0.049  -0.102
H 1.005 -0.601 -0.791  -0.681
H 1.883 0.654 0.034  -0.345
H 0.454 -1.128 1.569  0.315
H 0.618 0.442 2.103  0.284
H -1.564 -1.037 0.651  -0.462
H -1.884 0.233 1.797  0.373
O -0.715 2.601 -6.749  -0.609
C -1.160 2.200 -5.684  0.453
C -0.920 0.853 -5.078  -0.350
C -2.115 0.728 -4.084  0.097
C -2.624 2.139 -3.840  0.313
O -2.014 2.884 -4.906  -0.416
H -0.880 0.055 -5.820  0.343
H -0.041 0.857 -4.434  0.148
H -2.939 0.185 -4.547  0.421
H -1.910 0.104 -3.214  -0.292
H -3.711 2.135 -3.933  0.280
H -2.303 2.472 -2.854  -0.325
O -4.680 -3.185 1.147  -0.675
C -4.754 -2.796 -0.016  0.412
C -4.762 -1.387 -0.655  0.452
C -5.060 -1.787 -2.134  -0.383
C -4.612 -3.191 -2.297  -0.092
O -4.971 -3.721 -0.970  -0.407
H -5.616 -0.836 -0.262  0.451
H -3.797 -0.909 -0.485  -0.593
H -6.132 -1.684 -2.304  0.359
H -4.517 -1.124 -2.807  0.025
H -5.180 -3.757 -3.036  0.421
H -3.550 -3.227 -2.539  -0.051
O 5.670 0.108 5.580  -0.647
C 5.292 0.210 4.402  0.425
C 4.132 0.904 3.924  -0.394
C 3.932 0.324 2.583  0.682
C 5.378 -0.042 2.139  0.006
O 5.953 -0.362 3.396  -0.356
H 3.355 0.879 4.688  0.360
H 4.569 1.891 3.770  0.104
H 3.202 -0.470 2.741  0.052
H 3.414 1.029 1.933  -0.420
H 5.366 -0.841 1.397  -0.009
H 5.963 0.787 1.741  0.186

=====

[2]
Below is a structure of composition C36H51N4O5SbScSi3 at a distorted geometry, with properties calculated with ωB97M-V/def2-TZVPD.

Summary:
- LUMO level (alpha / beta) (eV) = -2.5 / -2.5
- ΔE to the lowest compared entry with this formula, charge and spin (kJ/mol) = 40.7
- F_max (hartree/bohr) = 0.04045
- net charge = +1
- HOMO-LUMO gap (alpha / beta) (eV) = 5.677 / 4.640

Each line ends with the Mulliken charge.
Geometry (Å):
Sc -0.362 -0.123 -0.049  -2.104
C 4.654 1.976 0.292  -0.945
C 3.821 2.792 -0.658  0.796
C 4.322 3.971 -1.205  -0.909
C 3.550 4.685 -2.103  -0.522
C 2.295 4.199 -2.437  -0.895
C 1.856 3.021 -1.839  -0.020
N 2.601 2.333 -0.967  0.539
Sb -0.123 2.361 -2.400  0.546
C -1.280 2.241 -0.542  0.693
C -1.699 3.490 -0.059  -0.680
C -2.959 3.609 0.470  -0.835
C -3.828 2.500 0.433  -0.736
C -3.380 1.291 -0.035  0.207
C -4.301 0.120 -0.198  -0.993
N -2.099 1.138 -0.468  0.671
C 0.103 0.214 -2.772  -0.371
C 0.814 -0.150 -3.914  -0.489
C 0.538 -1.358 -4.524  -0.902
C -0.477 -2.154 -4.012  -0.704
C -1.114 -1.772 -2.846  0.472
C -2.216 -2.607 -2.257  -1.077
N -0.808 -0.617 -2.219  0.856
H 5.280 2.616 0.914  0.490
H 5.315 1.304 -0.263  0.302
H 4.015 1.369 0.931  -0.257
H 5.310 4.319 -0.929  0.511
H 3.919 5.608 -2.535  0.427
H 1.659 4.722 -3.144  0.436
H -1.054 4.356 -0.163  0.505
H -3.290 4.559 0.873  0.441
H -4.852 2.584 0.775  0.492
H -4.825 0.198 -1.154  0.332
H -5.036 0.089 0.604  0.378
H -3.733 -0.809 -0.193  -0.121
H 1.546 0.532 -4.331  0.600
H 1.081 -1.660 -5.412  0.456
H -0.763 -3.077 -4.501  0.508
H -3.171 -2.288 -2.677  0.397
H -2.269 -2.467 -1.180  -0.150
H -2.084 -3.664 -2.488  0.372
O 0.762 -5.174 -0.538  -0.513
C 0.492 -3.872 -0.497  0.053
O 0.927 -3.056 -1.260  -0.357
C -0.437 -3.559 0.637  -0.883
O -0.775 -2.181 0.692  1.281
C -1.652 -1.935 1.813  -0.635
C -1.799 -0.452 1.980  -0.513
O -2.866 0.082 2.313  -0.619
O -0.563 0.218 2.077  1.240
H 1.366 -5.346 -1.275  0.463
H 0.045 -3.859 1.569  0.371
H -1.343 -4.159 0.524  0.633
H -1.194 -2.392 2.699  -0.666
H -2.630 -2.382 1.646  0.605
C 0.237 -0.271 6.419  -1.238
Si -1.006 -0.170 4.999  0.917
C -1.880 -1.834 4.956  -1.313
C -2.357 1.031 5.446  -1.179
C 0.098 0.327 3.479  1.514
Si 0.448 2.234 3.583  0.242
C -1.116 3.184 3.215  -1.032
C 1.700 2.636 2.247  -0.295
C 1.077 2.782 5.257  -1.109
Si 1.658 -0.736 3.350  -0.413
C 1.510 -2.436 4.141  -1.255
C 3.170 0.064 4.126  -1.088
C 2.234 -1.096 1.553  -0.022
C 3.334 -1.946 1.476  -1.181
C 4.016 -2.133 0.282  -1.301
C 3.586 -1.438 -0.830  -1.223
C 2.467 -0.642 -0.703  -0.384
N 1.779 -0.472 0.435  2.567
H 0.199 -1.260 6.885  0.483
H -0.011 0.460 7.193  0.448
H 1.270 -0.085 6.119  0.214
H -2.205 -2.029 5.984  0.578
H -1.260 -2.683 4.655  0.327
H -2.779 -1.804 4.333  0.257
H -3.093 1.103 4.643  0.211
H -2.855 0.650 6.345  0.411
H -1.990 2.031 5.674  0.298
H -0.884 4.001 2.527  0.501
H -1.533 3.630 4.120  0.517
H -1.882 2.558 2.752  -0.004
H 1.630 1.942 1.410  -0.653
H 2.730 2.627 2.614  0.468
H 1.505 3.637 1.851  0.685
H 0.294 2.693 6.015  0.291
H 1.337 3.844 5.181  0.476
H 1.959 2.248 5.614  0.296
H 1.042 -2.371 5.126  0.331
H 2.511 -2.855 4.295  0.575
H 0.940 -3.152 3.543  0.222
H 3.186 -0.115 5.206  0.424
H 3.220 1.141 3.962  0.219
H 4.078 -0.380 3.707  0.486
H 3.678 -2.445 2.375  0.463
H 4.871 -2.797 0.235  0.506
H 4.086 -1.518 -1.787  0.569
H 2.111 -0.103 -1.560  0.022

=====

[3]
Below is a structure of composition C36H51O2PRhSe, with properties calculated with ωB97M-V/def2-TZVPD.

Summary:
- LUMO level (eV) = -4.8
- ΔE to the lowest compared entry with this formula, charge and spin (kJ/mol) = 0.0
- F_max (hartree/bohr) = 0.00858
- net charge = +1
- HOMO-LUMO gap (eV) = 5.927

Each line ends with the Mulliken charge.
Geometry (Å):
Rh -1.267 2.551 0.513  -0.031
C -1.041 -3.171 -4.035  -2.123
C -2.344 -3.139 -3.235  1.936
C -3.519 -3.196 -4.221  -1.663
C -2.384 -4.368 -2.317  -1.557
C -2.453 -1.879 -2.379  -0.836
C -1.454 -0.931 -2.306  -0.718
C -1.641 0.160 -1.467  -0.324
Se -0.240 1.463 -1.290  0.321
C 0.941 0.524 -0.107  0.878
C 1.962 -0.229 -0.659  -0.533
C 2.803 -0.935 0.182  -0.287
C 2.542 -0.847 1.552  -0.593
C 1.524 -0.104 2.141  0.295
C 0.703 0.631 1.258  0.206
O -0.271 1.444 1.726  -1.118
C 1.390 -0.171 3.671  1.964
C 0.198 0.590 4.262  -1.911
C 2.670 0.397 4.303  -1.558
C 1.226 -1.644 4.080  -1.752
C 3.965 -1.787 -0.322  1.826
C 5.277 -1.262 0.276  -1.453
C 3.748 -3.243 0.112  -1.617
C 4.076 -1.747 -1.846  -1.931
C -2.766 0.377 -0.697  1.693
O -2.829 1.458 0.118  -1.297
C -3.807 -0.567 -0.773  -0.329
C -3.601 -1.658 -1.609  0.381
C -5.089 -0.405 0.048  2.067
C -6.051 -1.578 -0.160  -2.228
C -5.820 0.878 -0.372  -1.642
C -4.738 -0.352 1.543  -1.586
H -1.014 -4.071 -4.650  0.430
H -0.956 -2.312 -4.704  0.400
H -0.166 -3.196 -3.382  0.375
H -3.436 -4.084 -4.850  0.470
H -4.479 -3.248 -3.706  0.313
H -3.528 -2.318 -4.868  0.364
H -2.298 -5.283 -2.907  0.459
H -1.560 -4.344 -1.601  0.339
H -3.318 -4.418 -1.757  0.326
H -0.540 -1.028 -2.880  0.440
H 2.097 -0.236 -1.733  0.746
H 3.190 -1.404 2.216  0.414
H 0.269 1.663 4.093  0.171
H -0.751 0.240 3.859  0.372
H 0.189 0.423 5.340  0.549
H 2.815 1.443 4.021  0.227
H 2.598 0.349 5.391  0.486
H 3.559 -0.158 4.003  0.298
H 0.326 -2.071 3.635  0.379
H 2.076 -2.256 3.779  0.317
H 1.136 -1.715 5.165  0.495
H 5.275 -1.312 1.365  0.291
H 6.118 -1.858 -0.083  0.481
H 5.449 -0.223 -0.014  0.168
H 3.719 -3.341 1.198  0.291
H 2.811 -3.633 -0.288  0.335
H 4.564 -3.869 -0.255  0.488
H 4.248 -0.732 -2.213  0.339
H 4.920 -2.359 -2.166  0.457
H 3.180 -2.145 -2.327  0.283
H -4.386 -2.396 -1.669  0.524
H -6.378 -1.659 -1.198  0.413
H -5.609 -2.528 0.144  0.407
H -6.939 -1.419 0.452  0.451
H -6.086 0.838 -1.431  0.356
H -6.741 0.981 0.203  0.450
H -5.209 1.762 -0.201  0.292
H -4.225 -1.267 1.848  0.335
H -4.099 0.497 1.778  0.279
H -5.653 -0.268 2.132  0.483
C 1.130 4.036 2.547  -0.925
P 0.407 4.109 0.890  1.544
C -0.184 5.821 0.736  -1.232
C 1.789 3.953 -0.268  0.345
C 2.886 3.156 0.057  -0.134
C 3.910 2.976 -0.860  -0.580
C 3.846 3.585 -2.105  -0.669
C 2.758 4.383 -2.433  -0.746
C 1.733 4.569 -1.519  -0.526
H 1.516 3.036 2.739  -0.176
H 0.358 4.244 3.289  0.461
H 1.932 4.768 2.637  0.466
H 0.660 6.510 0.772  0.410
H -0.856 6.039 1.566  0.438
H -0.729 5.970 -0.195  0.453
H 2.951 2.668 1.022  0.286
H 4.760 2.360 -0.597  0.401
H 4.647 3.444 -2.818  0.439
H 2.711 4.868 -3.399  0.441
H 0.893 5.197 -1.789  0.332

=====

[4]
Below is a structure of composition C36H52BN8OS3Sr, with properties calculated with ωB97M-V/def2-TZVPD.

Summary:
- LUMO level (eV) = 2.0
- ΔE to the lowest compared entry with this formula, charge and spin (kJ/mol) = 85.1
- F_max (hartree/bohr) = 0.01611
- net charge = -1
- HOMO-LUMO gap (eV) = 5.808

Each line ends with the Mulliken charge.
Geometry (Å):
Sr 0.336 0.026 0.616  1.191
C -1.407 3.142 0.856  -0.920
N -1.096 2.122 1.858  1.942
C -2.109 1.068 1.929  -1.075
C -1.791 -0.072 2.916  -1.717
N -1.230 -1.292 2.333  2.985
C -2.233 -2.019 1.556  -0.128
C -0.616 -2.135 3.346  -1.321
C -1.416 -2.586 4.396  -0.287
C -0.914 -3.389 5.401  -1.058
C 0.431 -3.747 5.348  -0.595
C 1.230 -3.298 4.320  -0.831
C 0.750 -2.468 3.281  0.792
S 1.870 -1.975 2.037  -0.150
C -0.749 2.670 3.147  -1.649
C -1.725 3.318 3.899  -0.026
C -1.430 3.868 5.133  -1.107
C -0.123 3.761 5.606  -0.420
C 0.845 3.115 4.866  -0.673
C 0.573 2.535 3.607  1.018
S 1.808 1.670 2.747  -0.268
H -2.316 3.700 1.135  0.351
H -1.531 2.679 -0.126  -0.053
H -0.578 3.848 0.803  0.241
H -2.315 0.718 0.908  0.245
H -3.078 1.500 2.240  0.413
H -2.747 -0.264 3.428  0.225
H -1.097 0.293 3.675  0.605
H -3.123 -2.257 2.158  0.451
H -1.805 -2.934 1.164  -0.785
H -2.572 -1.434 0.696  -0.249
H -2.461 -2.297 4.416  0.225
H -1.554 -3.725 6.208  0.404
H 0.860 -4.375 6.120  0.355
H 2.278 -3.569 4.289  0.458
H -2.734 3.386 3.505  0.282
H -2.195 4.367 5.715  0.372
H 0.142 4.181 6.570  0.357
H 1.853 3.028 5.252  0.422
C -4.868 2.425 -1.626  -1.948
C -3.993 1.326 -1.022  2.667
C -4.864 0.181 -0.473  -1.363
C -2.992 0.818 -2.028  -0.379
C -3.205 0.756 -3.413  -1.233
C -2.078 0.133 -3.899  -1.029
N -1.253 -0.126 -2.874  -0.031
N -1.797 0.306 -1.707  1.452
B 0.051 -0.962 -3.113  -0.259
N 1.346 -0.200 -2.809  0.326
C 2.289 0.118 -3.714  -0.796
C 3.280 0.836 -3.084  -1.202
C 2.859 0.916 -1.746  -0.681
N 1.705 0.272 -1.597  0.966
C 3.506 1.596 -0.575  1.964
C 4.321 2.804 -1.025  -1.897
C 4.354 0.619 0.241  -1.274
N -0.042 -2.322 -2.419  -0.639
C -0.095 -3.495 -3.075  -0.667
C -0.079 -4.506 -2.147  -1.500
C -0.015 -3.844 -0.905  0.031
N -0.008 -2.521 -1.079  1.190
C 0.099 -4.514 0.432  2.651
C 1.443 -5.234 0.552  -1.673
C -1.045 -5.503 0.669  -1.675
H -5.520 2.848 -0.860  0.495
H -5.505 2.033 -2.422  0.392
H -4.261 3.230 -2.044  0.266
H -3.451 1.776 -0.195  -1.040
H -5.009 -0.592 -1.230  0.266
H -5.847 0.550 -0.171  0.461
H -4.410 -0.294 0.397  0.245
H -4.065 1.083 -3.972  0.401
H -1.810 -0.156 -4.900  0.552
H 0.080 -1.173 -4.300  -0.327
H 2.183 -0.194 -4.740  0.547
H 4.167 1.258 -3.525  0.385
H 2.707 1.964 0.077  -0.473
H 5.172 2.494 -1.638  0.338
H 4.713 3.334 -0.155  0.456
H 3.706 3.493 -1.606  0.343
H 5.201 0.259 -0.350  0.357
H 3.773 -0.247 0.565  0.163
H 4.732 1.110 1.139  0.381
H -0.121 -3.514 -4.151  0.511
H -0.095 -5.568 -2.328  0.497
H 0.083 -3.737 1.192  -1.422
H 1.529 -6.021 -0.203  0.377
H 1.541 -5.689 1.541  0.396
H 2.263 -4.529 0.425  0.341
H -0.996 -6.332 -0.043  0.418
H -2.025 -5.036 0.559  0.317
H -0.978 -5.920 1.677  0.357
C -0.030 2.789 -4.745  -1.144
S -0.395 3.038 -3.002  1.101
C -1.447 4.483 -3.237  -1.298
O 0.854 3.560 -2.382  -0.713
H -0.948 2.541 -5.276  0.349
H 0.669 1.956 -4.796  0.113
H 0.432 3.695 -5.139  0.496
H -2.309 4.222 -3.852  0.315
H -0.849 5.268 -3.699  0.435
H -1.779 4.802 -2.250  0.324